[1]
10
Properties=species:S:1:pos:R:3:lowdin_charge:R:1 method="wB97M-V/def2-TZVPD" total_energy_ha=-3064.23195 homo_energy_ev="-9.10 / -9.26" gap_ev="8.625 / 8.582" relative_energy_kcal_mol=66.7
Br -0.740 2.259 -1.201 0.929
F 1.501 1.485 -0.188 -0.039
F -1.658 -0.024 0.389 0.031
F -0.329 0.759 2.023 0.120
O 0.409 -0.983 0.819 0.009
C -0.324 0.163 0.784 -0.648
C 0.207 1.006 -0.323 -0.692
C 0.366 -1.297 -0.553 0.091
H -0.642 -1.388 -0.949 0.086
H 1.210 -1.980 -0.798 0.113

[2]
84
Properties=species:S:1:pos:R:3:lowdin_charge:R:1 method="wB97M-V/def2-TZVPD" total_energy_ha=-4888.11323 homo_energy_ev=-9.48 gap_ev=8.550 smiles="COCCCCCCCCCCCB(Br)CCCF.COP(=O)(OC)OC.COP(=O)(OC)OC"
Br -0.637 3.273 3.975 0.752
P -5.699 -0.554 -0.496 0.596
P 6.794 3.054 -0.654 0.598
F -3.761 3.126 2.100 -0.075
O 7.493 1.557 -0.565 -0.282
O -4.461 0.226 -0.746 -0.241
O -2.426 -3.011 0.503 -0.195
O -7.066 0.254 -0.914 -0.281
O -5.959 -0.330 1.118 -0.280
O 5.360 2.762 -0.401 -0.246
O 6.851 4.673 -0.357 -0.258
O -5.738 -1.534 -1.822 -0.260
O 7.150 3.217 -2.247 -0.280
C -0.319 0.328 3.423 -0.198
C -0.363 -4.538 -0.838 -0.201
C -6.028 -0.921 -3.074 -0.111
C 2.431 -0.836 0.923 -0.189
C -1.638 3.365 0.937 -0.215
C 2.439 -2.050 -1.367 -0.200
C 8.460 2.880 -2.721 -0.102
C 2.428 -0.695 -0.620 -0.202
C -3.224 -4.166 0.664 -0.104
C 0.981 -2.494 -1.662 -0.182
C 1.130 -0.074 3.006 -0.196
C 1.320 0.062 1.493 -0.230
C 0.823 -4.030 -1.681 -0.205
C 6.209 5.530 -1.299 -0.109
C -5.693 0.989 1.606 -0.105
C -0.234 -4.197 0.664 -0.156
C 6.749 0.494 -1.155 -0.112
C -2.911 4.032 1.477 -0.212
C -1.460 1.894 1.397 -0.169
C -1.192 -3.100 1.181 -0.230
C -8.290 -0.015 -0.221 -0.104
B -0.818 1.688 2.813 -0.701
H 3.249 -0.066 -0.971 0.098
H -2.425 1.374 1.376 0.101
H 1.826 0.562 3.558 0.114
H 8.790 3.658 -3.408 0.088
H -0.316 -5.631 -0.916 0.105
H -0.740 3.954 1.118 0.093
H 2.951 -1.875 -2.319 0.101
H -1.311 -4.249 -1.291 0.100
H 3.414 -0.512 1.277 0.109
H -4.632 1.112 1.778 0.056
H -7.096 -0.740 -3.180 0.083
H -3.457 4.482 0.645 0.113
H -5.716 -1.623 -3.846 0.092
H -4.256 -3.870 0.867 0.083
H 3.006 -2.816 -0.835 0.100
H 2.295 -1.874 1.238 0.100
H 6.833 5.674 -2.180 0.083
H -2.675 4.821 2.192 0.096
H 5.978 0.149 -0.469 0.079
H 1.717 -4.525 -1.290 0.101
H -2.858 -4.839 1.442 0.091
H -1.425 -3.350 2.229 0.118
H -6.218 1.095 2.555 0.099
H 6.078 6.492 -0.807 0.093
H 0.784 -3.817 0.810 0.100
H 0.689 -4.398 -2.702 0.104
H 0.296 -1.996 -0.975 0.098
H -8.509 0.811 0.456 0.086
H -6.051 1.750 0.914 0.093
H 0.745 -2.141 -2.669 0.111
H 1.507 -0.178 -0.906 0.100
H -0.303 -5.117 1.244 0.103
H 1.567 1.087 1.209 0.131
H 6.300 0.796 -2.101 0.091
H -9.093 -0.094 -0.952 0.087
H 1.295 -1.104 3.333 0.109
H -0.699 -2.130 1.194 0.093
H 0.393 -0.283 1.028 0.084
H -1.735 3.314 -0.152 0.105
H 7.446 -0.324 -1.341 0.095
H 8.416 1.932 -3.257 0.086
H -0.873 1.416 0.609 0.098
H -5.477 0.012 -3.190 0.090
H 5.236 5.135 -1.588 0.091
H 9.182 2.794 -1.911 0.084
H -8.243 -0.938 0.354 0.083
H -0.332 0.390 4.515 0.085
H -1.023 -0.473 3.162 0.099
H -3.233 -4.713 -0.286 0.084